(1)
Entry from the OMol25 dataset: the molecule C6H9N (the ωB97M-V functional and the def2-TZVPD basis).

frontier orbital gap: 0.344 hartree
relative energy (zero: lowest compared OMol25 entry of this formula, charge and spin): 2.7519 eV

Geometry as ORCA input:
```
! RIJCOSX wB97M-V def2-TZVPD def2/J DEFGRID3
* xyz 0 1
H 3.63509 0.10105 -0.19518
C 2.76138 -0.52888 -0.04435
C -3.00111 -0.14418 -0.37708
H 2.33893 1.95113 -0.37658
H 2.83634 -1.04307 0.92222
C 0.30512 -0.47441 0.26373
C 1.51242 0.28850 -0.07660
H -3.13700 -1.00021 0.29521
H -3.93180 0.39345 -0.51492
H 2.69268 -1.29376 -0.82137
H -2.61045 -0.56044 -1.31319
C -2.00832 0.66310 0.39250
H 0.33997 -1.53397 0.53267
C -0.78604 0.22984 0.41579
H -2.36472 1.39792 1.10766
N 1.41750 1.55392 -0.21050
*
```

Here are the natural (NBO) charges for atoms 1 to 4, given in e: 0.216 -0.675 -0.616 0.327

(2)
Entry from the OMol25 dataset: a structure of composition C34H32N7O8P2RhS2 in a non-equilibrium geometry (the ωB97M-V functional and the def2-TZVPD basis).

frontier orbital gap (alpha / beta): 0.197 / 0.197 hartree

Geometry as ORCA input:
```
! RIJCOSX wB97M-V def2-TZVPD def2/J DEFGRID3
* xyz 2 1
H 2.91883 1.96406 1.06610
C -2.47813 -3.18025 2.89303
N 0.70148 -3.70162 4.51845
H -4.40918 -1.00169 -1.43895
P 2.09367 0.40662 3.45055
C 0.94410 2.87384 4.27762
H 1.16126 0.20814 5.82291
H -0.41938 0.02444 5.22228
C 2.28772 2.00587 -4.25021
H -3.07832 -3.77849 3.56608
S 6.51282 -1.17501 -3.13512
N -0.43505 -1.21584 -1.58311
P -0.96383 0.99818 3.21713
O -0.94963 1.07983 1.70988
H 4.52122 0.46152 -3.91092
H 1.84100 3.02425 4.88165
O 1.99104 1.93928 1.35128
N -4.61942 -1.28904 -2.37591
C -0.30097 -3.37779 -2.57006
C 3.80375 0.38190 -3.10349
N -0.92291 -1.70402 1.15212
N -0.30855 1.62507 -1.03881
H 1.27846 -2.36300 -1.52276
C -4.08147 3.76786 -0.91699
H -2.10951 -4.07909 -3.52602
C 5.65594 -2.11249 -0.91279
C 1.12996 2.70398 -4.25165
O 1.81042 0.57210 1.75078
C -3.78253 -2.05525 -3.12596
C 4.07085 -0.45309 -2.02070
H 3.23138 -1.13179 -0.13558
C -1.09767 -3.24172 2.96755
C 0.51392 1.74733 -2.09567
C -1.85624 3.16832 -2.00199
H -5.84223 5.93208 -2.76570
C 2.62254 1.12823 -3.16362
H 7.36913 -3.42585 -0.47130
H -6.07467 4.62535 -0.50941
H -2.19666 -0.16424 -1.82757
O -1.40154 -0.27989 3.86097
H 1.13264 3.28168 3.28594
C 3.08610 -0.51115 -1.01156
H -3.97948 3.15383 -0.03278
H 1.14401 -4.26918 5.22234
H 0.72872 -2.58146 2.04046
H -4.14296 -2.25367 1.88291
H 2.98502 2.08971 -5.07358
C 6.90816 -2.71454 -1.13976
C -5.21828 4.56218 -1.16354
C 0.20320 2.60405 -3.15982
C 5.28486 -1.24029 -1.91023
C -1.42971 2.30325 -0.96996
S -3.65982 4.95045 -3.14608
H -5.58845 -1.27939 -2.65549
N 0.35376 0.73389 5.48118
H 1.13327 -2.82173 4.25652
C -0.47318 -4.13116 4.01850
C -1.62518 -3.28990 -2.96493
C 7.48207 -2.29817 -2.30498
H -1.28395 3.95408 -3.91710
H -2.00530 2.18190 -0.06022
C 1.71185 0.99531 -2.10636
C -5.12263 5.25382 -2.33516
H 0.30102 -4.24237 -2.80933
O -4.12609 -2.62898 -4.13037
C -1.70691 -1.11802 -1.98784
C -3.06848 -2.34109 1.95946
H 5.05862 -2.32140 -0.03611
C 0.61048 1.40453 4.15186
O -1.04481 -5.14465 4.36224
N 1.96379 0.17559 -1.06501
C -1.00808 3.30124 -3.09828
O -1.84583 2.23365 3.76303
Rh 0.22172 -0.05553 0.20791
C -2.35291 -2.14519 -2.65185
H 8.43233 -2.59784 -2.71765
H 0.87899 3.35660 -5.07783
H -2.76155 2.24621 3.44307
C -2.25530 -1.60641 1.12513
H 0.03068 1.38434 6.19450
C 0.25109 -2.32730 -1.86234
C -0.34847 -2.50152 2.06519
O 1.70075 -1.02227 3.66375
C -3.12888 3.85977 -1.90463
H 0.11543 3.43135 4.71459
H -2.67389 -0.92237 0.40013
*
```

Here are the Mulliken charges for atoms 1 to 4, given in e: 0.284 -0.434 -0.245 0.163

(3)
Entry from the OMol25 dataset: a structure of composition C2H4IN in a non-equilibrium geometry (the ωB97M-V functional and the def2-TZVPD basis).

frontier orbital gap: 0.256 hartree
relative energy (zero: lowest compared OMol25 entry of this formula, charge and spin): 2.4322 eV

Geometry as ORCA input:
```
! RIJCOSX wB97M-V def2-TZVPD def2/J DEFGRID3
* xyz 0 1
N -1.92866 0.44172 -0.10560
I -4.61910 -0.09079 0.10011
H 0.56691 -0.77414 1.09496
H 0.61615 -1.53568 -0.56769
C -1.22460 -0.57195 -0.03989
H 0.89715 0.34646 -0.34479
C 0.22634 -0.57626 0.02187
H -1.75276 -1.56034 0.19057
*
```

Here are the natural (NBO) charges for atoms 1 to 4, given in e: -0.220 -0.077 0.256 0.245

(4)
Entry from the OMol25 dataset: a structure of composition C26H41BrCl3F4INO6P in a non-equilibrium geometry (the ωB97M-V functional and the def2-TZVPD basis).

frontier orbital gap: 0.098 hartree
relative energy (zero: lowest compared OMol25 entry of this formula, charge and spin): 8.4547 eV

Geometry as ORCA input:
```
! RIJCOSX wB97M-V def2-TZVPD def2/J DEFGRID3
* xyz 0 1
H 2.02601 0.61746 3.90845
O -3.83808 5.08065 0.86802
H 2.34261 -1.71090 4.63676
H -2.41166 3.73022 -3.65159
C -1.76188 2.51192 -1.73324
H -0.33446 0.90554 -2.37829
H -2.23015 -0.12082 -2.20176
C 3.82671 0.69589 -1.31969
P 2.37132 0.56107 1.30064
O -4.09777 -3.66981 -3.75799
H 2.62099 4.36395 1.08845
H -1.70787 2.99068 2.53797
F -3.64995 -1.67020 3.63640
I 5.72012 1.13668 -0.22279
C -0.12542 0.73543 -0.13262
H 3.30000 -5.87963 0.95438
C -3.26820 -3.71966 -2.68000
H 2.07628 2.63552 2.54881
C -0.08369 -1.81979 0.21485
H -5.90066 4.99763 1.09087
H 3.81585 2.01012 2.61880
H -1.60717 3.63117 -1.32440
C -1.73285 2.57130 1.41548
H 2.66997 -1.54911 -3.88864
H 0.02393 1.57611 2.10552
H -1.39180 -1.64952 -2.24723
F 0.37357 3.21483 0.60435
C 1.33023 -1.79398 -2.06907
Cl 4.35020 -1.93931 0.67355
H -4.07029 -1.44564 -2.41410
H -5.35142 4.56794 -0.45783
C 3.41826 3.47749 1.00440
C 3.80244 -4.91494 0.45427
C 2.66130 -2.18093 -2.87349
H -4.25591 -1.28559 -0.58605
H 3.70548 -2.03004 -2.40122
Br -0.02645 -2.81728 2.00507
H -3.18648 -0.09216 0.85552
H 0.78078 -0.92415 -2.68137
H 4.59683 -4.58387 1.22277
H 2.64068 -3.31435 -3.25335
H 2.14922 1.95404 -0.78797
C -3.49604 -1.66080 -1.38049
H 0.71706 -0.28214 3.00235
O -1.89738 -0.32093 2.48888
H -2.01628 3.56446 0.80742
H -1.50629 -3.35113 0.30875
F -2.48038 0.08378 4.75102
H 3.88488 -1.08024 3.64626
H 4.30966 -5.34471 -0.53838
H -2.47794 1.84322 -3.82246
C -3.04096 -0.32647 3.40824
C 1.89345 -0.16482 3.00432
H -2.69138 1.92544 1.37804
C 2.75027 -1.43044 3.55393
C -0.48538 1.64889 -1.44685
Cl 1.25992 -4.90419 -0.76108
H 1.85377 0.85521 -2.22012
H -5.16777 3.48626 0.83878
C -2.01609 -1.02133 -1.43875
C 2.93044 2.19372 1.82514
Cl -3.49156 2.07125 -1.31524
C -0.31284 1.92340 1.01226
H -2.69225 -1.84120 1.26954
C -2.22676 -0.74994 1.13875
H 0.59706 -2.70557 -2.31822
H 0.34624 2.46073 -1.75220
H -2.25430 -4.31769 -2.87928
F -4.10299 0.66396 3.11168
H 3.64053 3.36987 -0.13604
O -3.58489 -3.15938 -1.35171
C 2.61940 -2.37487 0.04535
O 4.32337 0.45035 -2.57668
C -5.02160 4.55227 0.59491
O -0.85899 -2.94041 -0.30799
C 2.63501 -3.89524 -0.01140
C 1.40891 -1.41763 -0.45743
C -1.80554 2.73816 -3.40686
C -1.18865 -0.58854 -0.08126
H -0.71894 2.72877 -3.84996
H 4.41199 3.94779 1.47318
N 1.36485 0.11778 -0.10139
H 2.71037 -2.41031 2.92482
C 2.30737 0.80870 -1.11247
*
```

Here are the Mulliken charges for atoms 1 to 4, given in e: 0.483 -0.808 0.341 0.371

(5)
Entry from the OMol25 dataset: a cluster of 2 separate species, C3H9N3 in total in a non-equilibrium geometry (the ωB97M-V functional and the def2-TZVPD basis).

frontier orbital gap (alpha / beta): 0.322 / 0.322 hartree
relative energy (zero: lowest compared OMol25 entry of this formula, charge and spin): 7.6836 eV

Geometry as ORCA input:
```
! RIJCOSX wB97M-V def2-TZVPD def2/J DEFGRID3
* xyz 0 1
N -0.98562 -0.85727 -0.33354
H -0.95067 -1.82797 1.47728
H 2.15818 0.69920 -0.28553
C -1.17327 1.47959 0.49143
H 1.83816 -1.01137 -0.70141
C -0.16520 -1.37428 0.72143
H -2.08732 1.19674 1.07080
N -1.27079 0.48255 -0.50585
H -1.51997 2.49319 -0.06666
H 0.65718 -0.71034 1.08924
H 0.38841 -2.25968 0.35368
H 1.99618 0.18295 -2.03511
C 1.69906 0.02564 -1.00561
H -0.19412 1.57826 1.08039
N -0.39020 -0.09722 -1.35055
*
```

Here are the natural (NBO) charges for atoms 1 to 4, given in e: -0.183 0.222 0.187 -0.457

(6)
Entry from the OMol25 dataset: a structure of composition C16H28CuN4 in a non-equilibrium geometry (the ωB97M-V functional and the def2-TZVPD basis).

frontier orbital gap: 0.358 hartree

Geometry as ORCA input:
```
! RIJCOSX wB97M-V def2-TZVPD def2/J DEFGRID3
* xyz 1 1
H -1.63111 5.43694 0.08937
C 3.16349 -1.98429 -3.70457
H 0.35578 3.94702 0.79313
H 3.20185 1.79378 4.54385
H 1.72553 2.37546 3.93450
H -4.33803 -2.01065 -0.57989
C 1.64387 1.80446 6.05897
H 2.41795 -0.52643 4.51984
H 0.72353 0.00105 4.27307
H 3.31434 -3.05228 -3.86448
H -2.80016 2.85298 -1.13604
H -3.49433 -2.35612 0.97393
H 1.71857 -1.98545 -5.35107
H 1.96001 2.79324 6.40691
C -3.61678 -2.65086 -0.07679
N 1.77492 -1.82213 -1.49933
H -3.51518 4.48237 -1.02325
H -3.90441 -4.46236 -1.23375
H 2.99937 0.64934 -4.44652
C -3.82692 -4.16973 -0.18332
C -0.02101 2.59107 -0.68859
C 2.48721 -1.33574 -4.92840
C 2.41634 -1.88873 -2.44534
C 1.97527 0.11277 2.64129
N 0.04034 1.52097 -1.09724
C -2.67573 -5.03475 0.32036
C -2.58683 3.91858 -1.07237
H 0.40764 4.68839 -0.75088
N 2.14853 0.05488 1.50681
H -2.53566 -4.96835 1.40716
C -1.62148 4.34778 0.03500
H 2.10801 1.07634 6.72336
C 1.77127 0.24420 4.09198
H 0.57139 1.83896 6.25313
H 1.62083 0.24783 -3.63435
H 4.10937 -1.45959 -3.56519
H -2.97823 -6.07573 0.19788
H -4.76955 -4.42870 0.29205
N -1.23423 -2.03908 -0.95476
C 2.12631 1.63186 4.62937
H -2.11187 4.18107 -2.02588
C -2.29517 -2.27767 -0.57623
Cu 0.15006 -0.53154 0.26107
H -1.69625 -4.86023 -0.11778
C 2.05892 0.09613 -4.62116
H 3.24246 -1.35229 -5.71718
H 1.62326 0.63516 -5.45637
H -2.05305 3.99914 0.97587
C -0.15045 3.95098 -0.17820
*
```

Here are the natural (NBO) charges for atoms 1 to 4, given in e: 0.224 -0.515 0.260 0.223